C10H10BrNO2S | wB97M-V/def2-TZVPD

Each line ends with the Mulliken charge.
Element x y z (Å)
C (1.513, -0.161, 2.975)  -0.6889
C (0.361, -0.898, 3.289)  -0.3842
C (1.602, 0.437, 1.710)  -0.7422
C (-0.683, -1.015, 2.441)  -0.6552
C (0.499, 0.332, 0.826)  0.8145
C (-0.642, -0.333, 1.233)  0.5089
C (-0.253, -0.756, -2.181)  0.5990
C (-0.476, 0.429, -1.332)  -0.8596
C (1.381, 1.985, -0.855)  -1.0831
C (-1.426, -1.292, -3.090)  -0.5611
N (0.628, 0.802, -0.525)  0.2790
O (0.671, -1.561, -2.138)  -0.5780
O (-3.112, 0.458, 0.487)  -0.5453
S (-2.017, -0.432, 0.045)  0.4688
Br (-2.237, 0.137, -4.172)  -0.1651
H (2.276, -0.299, 3.796)  0.2728
H (0.334, -1.410, 4.256)  0.3362
H (2.491, 0.925, 1.373)  0.2980
H (-1.488, -1.710, 2.560)  0.3825
H (-1.025, 1.276, -1.782)  0.5433
H (0.875, 2.924, -0.662)  0.3752
H (2.214, 1.972, -0.292)  0.3601
H (1.605, 2.057, -1.915)  0.3512
H (-2.276, -1.720, -2.461)  0.2953
H (-0.815, -2.150, -3.587)  0.3780

Values from the calculation:
Calculated total energy ... -96992.241 eV
E_HOMO ... -8.54 eV
Gap between HOMO and LUMO ... 7.986 eV
LUMO ... -0.552 eV